# 1
{"formula": "C41H32InN5O6SSi", "method": "wB97M-V/def2-TZVPD", "elements": ["H", "C", "C", "C", "C", "C", "C", "C", "C", "C", "H", "H", "C", "C", "C", "H", "H", "C", "H", "N", "C", "C", "H", "C", "H", "C", "C", "C", "C", "H", "C", "H", "H", "C", "H", "C", "C", "C", "C", "C", "C", "H", "H", "C", "N", "H", "N", "H", "H", "O", "H", "H", "H", "H", "H", "O", "H", "C", "H", "C", "H", "H", "N", "O", "C", "H", "H", "H", "C", "Si", "O", "C", "C", "C", "In", "H", "H", "C", "C", "S", "C", "C", "H", "C", "O", "O", "N"], "positions_angstrom": [[-1.2171, -2.0600, 10.5995], [-1.1716, 0.9958, 1.9122], [-1.0531, -0.4777, 5.3169], [-5.0149, -0.9335, -2.8266], [-1.5562, 0.6556, 8.6007], [-1.4252, 4.4105, -2.1881], [3.7456, -2.1910, 1.4100], [-1.5084, -0.1218, 9.7356], [3.1442, -1.5973, 0.3158], [1.7997, 1.2178, -2.9749], [-5.7033, 0.7606, -1.6099], [-0.4458, -2.4135, 3.4091], [4.5393, 1.4891, -2.7849], [-1.8920, 5.5565, -2.7933], [3.3197, -4.3464, 0.4630], [-0.4031, -3.4581, -6.2371], [-5.4615, -1.9274, -2.8471], [1.6762, -3.9524, -6.1062], [4.2823, -4.0383, 2.3531], [-1.3166, 0.5290, 6.1127], [1.6440, -2.5318, -3.7061], [-1.2216, 0.8838, 3.2850], [1.7795, 3.2720, -3.5784], [-1.2385, -1.4942, 9.6801], [-0.4292, -2.2080, -4.1173], [2.7316, -3.7452, -0.6364], [2.8179, -3.1154, -4.1744], [-3.4968, -1.0351, -2.9785], [0.4879, -2.6650, -4.4649], [3.7261, -3.0097, -3.5977], [-0.1130, 3.1228, -0.6286], [4.2381, 3.5189, -3.3998], [-0.0353, 7.7967, -1.0446], [-0.9712, -0.3586, 3.8768], [-1.4519, 1.7259, 3.9177], [-5.2267, -0.2128, -1.4979], [3.8250, -3.5708, 1.4925], [2.5568, 0.1306, -2.5583], [-1.3201, 0.0269, 7.3788], [-0.6210, -1.2113, 1.6670], [-0.4571, 4.4622, -1.1955], [-5.4034, -0.3765, -3.6773], [3.0765, -0.5194, 0.2554], [-1.0051, -2.1393, 8.4839], [-0.8759, -1.6529, 6.0088], [-0.3714, -1.9977, 0.9692], [-1.0346, 2.2232, -1.0162], [3.3754, -5.4232, 0.5217], [0.7998, 5.6987, 0.0067], [-3.3519, 2.5775, -2.0119], [0.7248, 1.0985, -3.1093], [-1.7736, 1.7109, 8.6363], [-2.6615, 5.5087, -3.5485], [1.6911, -4.5061, -7.0348], [-1.6928, 0.3307, 10.6981], [0.2178, -1.2766, -1.4890], [-0.8109, -3.2004, 8.4429], [-3.8216, 0.0206, -0.9961], [-0.6605, -2.5560, 5.6228], [0.5028, -3.3709, -5.6556], [5.6133, 1.5882, -2.7115], [4.1455, -1.5751, 2.2024], [-0.8766, -0.0315, 1.1254], [-1.4706, 1.9801, -3.4289], [-0.4121, 6.8384, -1.3731], [-1.3801, 1.9290, 1.4104], [-5.7966, -0.7996, -0.7765], [4.5446, -0.5610, -2.1808], [3.9373, 0.2808, -2.4830], [1.6809, -1.4961, -2.1236], [-2.8933, -1.5584, -3.8751], [2.6260, -2.3630, -0.7223], [0.0611, 5.6775, -0.7783], [2.3919, 2.4349, -3.2675], [-1.0537, 0.1642, -1.1575], [2.3496, -4.3556, -1.4420], [3.7623, -4.2579, -5.7146], [-0.6598, -1.4268, 3.0307], [-1.0435, -1.3638, 7.3347], [-1.9530, 2.6987, -2.2822], [3.7672, 2.5730, -3.1698], [-1.3666, 6.7774, -2.3788], [-1.7241, 7.6850, -2.8423], [2.8381, -3.8200, -5.3633], [0.8252, 2.8810, 0.1018], [-3.4758, 0.5137, 0.0630], [-2.9281, -0.4414, -1.8857]], "e_homo_ev": -8.7, "mol_weight_g_mol": 865.7, "orbital_gap_ha": 0.29718, "e_above_lowest_kj_mol": 26.1, "energy_ha": -3184.84093}

# 2
{"formula": "C41H32MoN3O2P2S2", "method": "wB97M-V/def2-TZVPD", "elements": ["H", "N", "C", "H", "H", "H", "C", "H", "C", "H", "H", "C", "C", "C", "C", "C", "C", "C", "C", "P", "C", "C", "C", "H", "H", "H", "C", "C", "C", "H", "H", "Mo", "C", "C", "C", "H", "H", "C", "O", "N", "H", "O", "H", "H", "C", "H", "C", "C", "C", "H", "S", "H", "H", "H", "C", "H", "H", "C", "H", "C", "C", "H", "S", "H", "C", "H", "C", "C", "H", "C", "C", "C", "H", "C", "H", "C", "C", "C", "H", "N", "C", "P", "C"], "positions_angstrom": [[0.0566, -3.8661, 5.3438], [5.4937, -4.2945, 0.4924], [0.6171, 6.2599, 0.1592], [0.8711, 7.2813, -0.0898], [0.5060, -4.7981, -0.1235], [-5.5099, 1.3520, -4.2074], [-2.7983, -1.8715, 0.0715], [6.6967, -2.1759, -0.3571], [2.3834, -3.0001, 4.2506], [0.1138, -2.5410, 6.5306], [2.9151, -5.1039, 0.3642], [-5.7573, 1.9058, -2.1504], [2.5480, -4.1705, -0.0398], [0.7135, -3.2143, 5.9259], [0.1451, 4.0046, -0.5162], [-5.1942, 1.9169, -0.8792], [-3.9400, 1.3692, -0.6781], [-5.0673, 1.3570, -3.2203], [-0.3163, 1.1911, -1.2275], [-0.0487, 2.8001, -1.8274], [-3.8065, 0.8100, -3.0286], [4.1757, -2.6663, 2.6773], [1.2180, -4.0081, -0.3135], [5.7005, -0.1094, -1.3469], [3.5328, -5.9576, 3.0795], [-2.4405, 4.3545, -1.2647], [4.8435, -3.1456, -0.0741], [0.1223, 4.5798, 1.8152], [-3.2484, 0.8137, -1.7564], [-3.5056, 1.3572, 0.3154], [-5.7381, 2.3425, -0.0466], [1.1234, 0.1691, -2.0691], [0.4418, 5.8884, 1.4878], [-0.0244, 3.6318, 0.8118], [-2.4379, 3.5006, -5.0347], [-0.3092, -1.5470, 3.0143], [-3.2601, 0.3794, -3.8580], [-1.3945, 3.3754, -2.8741], [1.5017, -2.3891, 5.0821], [5.1951, -4.7118, 1.6174], [0.5588, 6.6257, 2.2710], [3.0683, 0.2172, -1.7149], [-6.7426, 2.3261, -2.3043], [0.6052, 5.6063, -1.8822], [-2.8895, -2.7305, 1.1537], [1.8400, -5.0548, 4.6265], [-0.9082, -0.7779, 1.1036], [2.4730, -4.3754, 4.0752], [3.4431, -3.1164, -0.3096], [1.3426, -3.8240, 6.5779], [1.6363, 2.4798, -2.9083], [-4.2979, 5.1071, -2.7007], [3.2025, -1.0881, 3.7578], [4.8582, -1.9997, 2.1697], [-3.4787, 4.2344, -4.4832], [-4.2864, 4.5813, -5.1146], [-2.0660, -3.2878, 3.0531], [0.7633, -2.8063, -0.8679], [-0.2657, 2.6042, 1.0561], [3.2541, -2.1511, 3.5627], [-1.0052, -1.6381, 2.1891], [-2.4321, 3.2763, -6.0930], [-0.9114, -0.9967, -3.0153], [-3.6628, -3.4865, 1.1780], [3.7125, -0.8515, -1.2264], [-0.1346, -0.0206, 1.0776], [-2.4442, 4.1069, -2.3193], [-1.8011, -0.8967, 0.0425], [-0.5681, 2.5127, -4.6583], [5.0690, -0.9372, -1.0557], [5.6251, -2.1044, -0.4936], [-1.9903, -2.6149, 2.2087], [-0.0093, 4.2960, 2.8507], [3.4224, -4.8872, 3.1991], [-3.4989, -1.9589, -0.7515], [2.9045, -1.9520, -0.8777], [0.4684, 5.3206, -0.8454], [-3.4860, 4.5329, -3.1270], [-0.2804, -2.6791, -1.1077], [1.5735, -1.7982, -1.1503], [-1.3941, 3.0677, -4.2324], [-1.6289, 0.1151, -1.4363], [4.2433, -4.0461, 2.4676]], "total_charge": 1, "s2": 2.039, "e_homo_ev": [-10.1, -10.2], "multiplicity": 3, "mol_weight_g_mol": 820.7, "orbital_gap_ha": [0.24135, 0.24786], "e_above_lowest_kj_mol": 4.6, "energy_ha": -3443.45214}